1.
ORCA calculation (ωB97M-V/def2-TZVPD) on C29H27N3O5PdS2Te as an isolated structure.

Output
HOMO (spin up / spin down) = -0.272 / -0.290 Eh
energy relative to the best compared isomer or geometry (same formula, charge and spin) = 27.1 kcal/mol
<S²> = 2.01
frontier orbital gap (spin up / spin down) = 7.6 / 6.7 eV
total energy = -77660.84856 eV
strongest force on any atom = 0.0102 Eh/bohr

The geometry in ORCA input format:
```
! RIJCOSX wB97M-V def2-TZVPD def2/J DEFGRID3
* xyz 0 3
Te -1.050 -0.768 1.202
Pd -0.322 0.479 -1.772
S 2.774 2.157 -0.897
S -1.050 2.281 0.236
O -1.132 3.502 0.992
O 2.094 1.559 -2.089
O -1.117 2.499 -1.233
O 0.210 1.511 0.493
O -2.179 1.329 0.622
N -2.084 -0.436 -2.983
N 0.513 -1.512 -2.104
N -1.607 -2.552 -2.064
C 6.909 3.377 -2.400
C -0.225 -2.620 -2.089
C 4.673 2.611 -2.851
C -1.346 1.235 3.502
C 0.368 -3.891 -2.045
C -0.633 0.131 3.053
C 0.358 -0.443 3.837
C 2.126 3.826 -0.713
C -4.278 0.504 -2.774
C -4.475 -2.490 3.342
C 2.508 -2.828 -2.071
C 0.636 0.089 5.089
C -4.695 -0.612 -2.060
C 1.739 -3.987 -2.030
C -2.968 0.550 -3.197
C 5.373 3.043 -0.582
C -3.798 -1.629 -1.810
C -3.621 -4.190 1.874
C -0.078 1.184 5.551
C 5.934 2.976 -3.302
C 1.852 -1.619 -2.106
C -2.549 -2.031 1.982
C -3.480 -1.617 2.927
C -2.493 -1.497 -2.293
C 6.629 3.411 -1.041
C -4.550 -3.773 2.817
C 4.401 2.658 -1.494
C -2.626 -3.319 1.452
C -1.064 1.755 4.758
H 1.132 3.750 -0.283
H -0.256 -4.775 -2.033
H 5.151 3.051 0.479
H -1.610 2.622 5.106
H 2.094 4.284 -1.701
H 0.923 -1.298 3.484
H 2.786 4.384 -0.050
H -2.577 1.415 -3.716
H -2.058 -3.421 -1.829
H -1.890 -3.655 0.729
H 3.587 -2.860 -2.072
H 6.155 2.945 -4.361
H 0.140 1.598 6.527
H 7.892 3.657 -2.755
H -3.664 -5.195 1.473
H 7.391 3.716 -0.335
H -5.329 -4.448 3.148
H 2.210 -4.961 -1.993
H -2.083 1.704 2.864
H -3.429 -0.620 3.344
H -4.942 1.334 -2.968
H -5.198 -2.165 4.080
H 1.414 -0.352 5.698
H 3.893 2.284 -3.527
H -5.707 -0.680 -1.683
H -4.078 -2.494 -1.222
H 2.374 -0.670 -2.130
*
```

2.
ORCA calculation (ωB97M-V/def2-TZVPD) on C29H27N4O4PtS2 as an isolated structure in a non-equilibrium geometry.

Output
HOMO = -0.634 Eh
energy relative to the best compared isomer or geometry (same formula, charge and spin) = 27.8 kcal/mol
frontier orbital gap = 6.1 eV
total energy = -69550.61756 eV
strongest force on any atom = 0.0556 Eh/bohr

The geometry in ORCA input format:
```
! RIJCOSX wB97M-V def2-TZVPD def2/J DEFGRID3
* xyz 3 1
Pt -0.758 -0.867 0.311
S -1.449 1.691 -1.453
S -2.030 -2.867 -0.775
O -1.330 1.128 0.020
O -0.065 1.267 6.676
O -2.041 -1.509 -1.412
O -2.376 -4.041 -1.469
N 1.069 -0.748 -0.439
N -0.488 -2.833 -0.174
N 0.874 -0.743 7.138
N -0.149 -0.515 2.144
C -2.815 -2.631 0.763
C 1.447 -1.866 -1.156
C -3.111 1.413 -1.955
C -0.158 0.908 4.022
C -4.173 -1.838 4.744
C -0.336 0.711 2.673
C 2.626 -1.850 -1.927
C 2.038 -4.048 -2.702
C -3.304 0.936 -3.245
C -3.052 -1.295 1.143
C -4.601 0.692 -3.674
C 0.600 -2.967 -1.120
C -4.172 1.644 -1.080
C -1.445 3.444 -1.117
C -3.464 -3.407 2.906
C 3.406 -0.673 -1.892
C -5.666 0.900 -2.811
C 3.021 0.396 -1.117
C 0.857 -4.043 -1.910
C -3.676 -2.088 3.355
C -5.457 1.386 -1.521
C -3.020 -3.691 1.624
C -3.465 -1.047 2.463
C 0.217 -1.562 2.903
C 0.220 -0.156 4.840
C 2.907 -2.996 -2.705
C 0.416 -1.404 4.260
C 0.344 0.184 6.328
C 1.830 0.332 -0.392
H 0.359 -2.510 2.399
H -3.654 -4.227 3.588
H -0.429 3.752 -0.879
H -2.463 0.764 -3.905
H -4.023 -0.804 5.048
H -4.002 2.046 -0.088
H -0.633 1.500 1.998
H -3.685 -0.030 2.767
H 3.804 -3.021 -3.308
H -2.834 -4.710 1.308
H 4.309 -0.616 -2.488
H -3.686 -2.498 5.461
H -2.126 3.650 -0.293
H -1.783 3.932 -2.031
H -0.314 1.882 4.466
H 0.708 -2.274 4.830
H -6.300 1.584 -0.874
H -3.134 -0.499 0.403
H -4.776 0.333 -4.679
H 1.280 -1.606 6.827
H 0.979 -0.502 8.114
H 1.491 1.159 0.220
H 2.254 -4.920 -3.304
H 3.614 1.297 -1.061
H -6.673 0.685 -3.143
H -5.244 -2.048 4.796
H 0.196 -4.898 -1.906
*
```

3.
ORCA calculation (ωB97M-V/def2-TZVPD) on C29H27N4Ti as an isolated structure in a non-equilibrium geometry.

Output
HOMO (spin up / spin down) = -0.342 / -0.388 Eh
energy relative to the best compared isomer or geometry (same formula, charge and spin) = 0.0 kcal/mol
<S²> = 2.01
frontier orbital gap (spin up / spin down) = 6.7 / 7.7 eV
total energy = -59582.93230 eV
strongest force on any atom = 0.0219 Eh/bohr

The geometry in ORCA input format:
```
! RIJCOSX wB97M-V def2-TZVPD def2/J DEFGRID3
* xyz 1 3
Ti -0.048 0.357 -0.415
N -0.860 1.878 -1.684
N 0.431 1.688 1.243
N 0.096 3.534 -0.254
N -2.207 0.210 0.573
C 1.091 3.897 1.864
C -2.036 3.876 -3.187
C -1.283 4.191 -2.077
C -0.699 3.154 -1.337
C 0.860 1.253 2.446
C 2.367 -1.396 -2.600
C -1.666 -0.483 4.181
C -1.886 -0.487 1.785
C -0.675 -1.772 -0.728
C 2.878 -1.198 -0.272
C 2.174 -0.029 -2.689
C 2.351 0.779 -1.563
C -1.614 1.581 -2.762
C -1.178 -2.460 0.393
C -1.585 -3.795 0.319
C 2.715 0.184 -0.353
C -2.212 2.539 -3.541
C -2.079 0.136 3.012
C 2.707 -2.005 -1.389
C 2.840 -3.495 -1.302
C -1.531 -4.477 -0.885
C 1.530 3.439 3.084
C -1.303 -1.759 1.703
C -1.060 -1.729 4.121
C -0.892 -2.356 2.895
C -0.651 -2.499 -1.926
C 0.527 2.987 0.957
C 1.405 2.085 3.391
C -1.072 -3.820 -2.018
H 1.962 4.127 3.797
H -2.749 -0.381 -0.052
H -0.290 -2.025 -2.835
H -1.045 -4.334 -2.971
H 1.168 4.944 1.603
H 1.858 -3.959 -1.418
H -2.803 2.256 -4.398
H 3.158 -1.649 0.672
H 1.727 1.687 4.342
H -2.554 1.110 3.048
H 2.265 1.858 -1.643
H 0.244 4.531 -0.259
H -1.971 -4.291 1.202
H -0.732 -2.219 5.028
H 3.486 -3.878 -2.092
H -2.496 4.662 -3.770
H -1.821 0.005 5.134
H -0.430 -3.335 2.850
H -1.149 5.220 -1.771
H 2.244 -2.014 -3.481
H 3.248 -3.802 -0.341
H -1.862 -5.506 -0.943
H 1.916 0.423 -3.640
H 2.912 0.800 0.516
H 0.741 0.191 2.633
H -2.742 1.047 0.776
H -1.718 0.522 -2.974
*
```

4.
ORCA calculation (ωB97M-V/def2-TZVPD) on C29H27N5S3Sr as an isolated structure.

Output
HOMO = -0.023 Eh
frontier orbital gap = 4.8 eV
total energy = -71303.12900 eV
strongest force on any atom = 0.0172 Eh/bohr

The geometry in ORCA input format:
```
! RIJCOSX wB97M-V def2-TZVPD def2/J DEFGRID3
* xyz -2 1
Sr -1.208 -0.366 -0.726
S -0.470 -3.128 0.467
S -3.131 -1.892 -2.255
S -3.732 0.986 -0.356
N 0.807 -1.393 2.241
N 0.133 1.802 -1.635
N 0.512 -0.526 1.411
N 0.413 -3.438 3.014
N -0.096 -4.687 2.894
C 3.747 2.491 0.657
C -0.034 -5.572 3.933
C 0.555 1.815 0.774
C -0.583 -7.754 4.822
C 3.059 2.217 2.068
C -4.375 -0.441 -4.254
C 0.667 -6.210 6.150
C 1.329 3.151 -3.324
C -4.117 0.732 -2.077
C 1.179 2.047 -0.681
C 2.204 3.497 1.864
C -0.867 2.854 -4.985
C -3.916 -0.391 -2.806
C 1.163 0.745 1.591
C -0.879 2.277 -3.738
C 0.623 -5.270 5.133
C 1.485 3.527 -0.218
C 3.596 1.446 -0.393
C 2.859 3.750 0.477
C -0.639 -6.831 3.795
C -4.759 1.952 -2.710
C 2.333 0.916 2.202
C 1.315 3.730 -4.588
C 0.071 -7.458 6.015
C 0.229 3.600 -5.438
C 0.849 3.266 1.170
C 0.239 -2.689 1.972
C 0.223 2.403 -2.840
C 2.422 1.252 -0.985
H -5.368 -0.003 -4.393
H -1.749 1.724 -3.395
H -0.001 3.832 1.545
H 4.797 2.752 0.803
H 0.229 4.055 -6.421
H 1.138 4.305 -0.891
H 1.178 -5.957 7.072
H -1.063 -8.717 4.689
H 3.790 2.330 2.870
H -1.736 2.729 -5.623
H -4.334 2.856 -2.274
H -4.620 1.999 -3.792
H 4.450 0.829 -0.660
H 1.084 -4.300 5.244
H 2.806 0.076 2.696
H 3.384 4.670 0.221
H -4.409 -1.478 -4.587
H 0.111 -8.182 6.818
H 2.188 4.291 -4.913
H -1.156 -7.070 2.873
H 2.220 4.222 2.676
H 2.218 3.252 -2.713
H -5.838 1.976 -2.508
H -3.686 0.093 -4.920
H -0.625 -4.884 2.047
H 2.306 0.489 -1.749
H -0.522 1.700 0.646
*
```

5.
ORCA calculation (ωB97M-V/def2-TZVPD) on C29H28AsBrFeO9SSi as an isolated structure in a non-equilibrium geometry.

Output
HOMO (spin up / spin down) = -0.237 / -0.237 Eh
energy relative to the best compared isomer or geometry (same formula, charge and spin) = 0.0 kcal/mol
<S²> = 8.76
frontier orbital gap (spin up / spin down) = 8.7 / 8.2 eV
total energy = -232942.01587 eV
strongest force on any atom = 0.0729 Eh/bohr

The geometry in ORCA input format:
```
! RIJCOSX wB97M-V def2-TZVPD def2/J DEFGRID3
* xyz -1 6
Br 1.792 -11.769 12.843
As 2.478 -18.178 16.293
Fe 2.646 -16.048 13.774
S 3.400 -18.757 12.739
Si 5.445 -14.457 12.919
O 1.169 -14.845 13.731
O 0.031 -15.455 15.619
O 3.567 -19.340 11.427
O 3.547 -18.632 17.374
O 4.066 -15.273 12.886
O 2.323 -17.648 12.664
O 0.790 -17.740 16.753
O 4.591 -18.397 13.483
O 2.949 -16.740 15.357
C 6.008 -15.265 15.617
C 8.900 -17.059 11.011
C 1.115 -20.549 15.658
C -1.634 -10.757 14.939
C -2.110 -11.891 15.577
C 0.252 -12.030 14.015
C 6.861 -15.518 12.166
C 1.962 -19.648 15.056
C 7.260 -13.208 14.811
C 4.780 -13.125 15.304
C 3.843 -11.856 10.082
C 2.035 -20.988 13.023
C 7.632 -17.573 11.169
C 8.093 -14.938 11.904
C -0.275 -13.220 14.632
C 4.833 -10.895 9.872
C 6.603 -16.832 11.791
C 4.027 -12.883 11.001
C 0.315 -14.628 14.716
C 1.234 -21.926 13.667
C 5.928 -13.979 14.747
C 2.495 -19.908 13.763
C 6.033 -11.043 10.551
C 9.128 -15.731 11.411
C -1.445 -13.108 15.421
C 0.784 -21.700 14.965
C 6.260 -12.092 11.459
C 5.241 -13.014 11.693
C -0.487 -10.845 14.146
H 4.569 -12.232 14.709
H 9.742 -17.691 10.683
H 0.785 -20.326 16.659
H -2.087 -9.776 15.021
H 6.266 -14.926 16.613
H -2.957 -11.829 16.267
H 5.062 -12.819 16.306
H 7.363 -18.594 10.842
H -0.090 -9.942 13.679
H 6.830 -10.327 10.413
H 10.070 -15.225 11.328
H 5.625 -17.316 11.974
H 0.168 -22.469 15.442
H 5.059 -15.806 15.636
H 6.811 -15.897 15.255
H 8.124 -13.850 14.594
H 7.390 -12.838 15.827
H -1.755 -14.028 15.941
H 2.356 -21.133 11.959
H 7.256 -12.179 11.932
H 0.982 -22.853 13.162
H 3.212 -13.582 11.171
H 8.303 -13.880 12.152
H 0.532 -16.842 16.320
H 4.621 -10.060 9.205
H 2.912 -11.807 9.526
H 7.289 -12.340 14.142
H 3.834 -13.694 15.368
*
```

6.
ORCA calculation (ωB97M-V/def2-TZVPD) on C29H28AuF3N6O as an isolated structure in a non-equilibrium geometry.

Output
HOMO (spin up / spin down) = -0.491 / -0.516 Eh
energy relative to the best compared isomer or geometry (same formula, charge and spin) = 0.0 kcal/mol
<S²> = 2.04
frontier orbital gap (spin up / spin down) = 5.9 / 5.6 eV
total energy = -53343.62820 eV
strongest force on any atom = 0.0670 Eh/bohr

The geometry in ORCA input format:
```
! RIJCOSX wB97M-V def2-TZVPD def2/J DEFGRID3
* xyz 2 3
Au -2.094 -0.502 0.257
F -2.748 0.045 -6.555
F -2.066 -2.021 -6.629
F -0.591 -0.425 -6.321
O 1.760 0.132 -0.129
N -1.898 -1.600 2.935
N -1.771 1.581 0.624
N -2.068 -0.650 -1.772
N -1.987 -0.475 2.222
N -2.236 -2.479 0.801
N 3.916 0.759 0.045
C -1.959 -0.896 -4.517
C -1.623 0.857 4.259
C -2.385 4.606 -1.527
C -1.949 -2.671 2.146
C -2.577 3.653 -0.516
C 6.140 -0.177 0.558
C -1.631 1.876 1.949
C 5.115 0.906 0.810
C -0.803 -1.061 -3.704
C 4.451 -2.011 1.168
C -0.862 -0.869 -2.349
C -1.203 4.583 -2.286
C 5.862 -1.443 1.393
C 2.882 -0.009 0.383
C -3.199 -0.515 -2.506
C -1.857 -0.848 -5.988
C -0.402 3.449 -2.265
C -2.504 -3.551 0.030
C -2.452 -4.830 0.560
C -2.146 -5.019 1.899
C -1.277 3.201 3.894
C -1.887 -3.972 2.707
C -1.716 2.551 -0.380
C -1.708 0.743 2.855
C -3.188 -0.676 -3.863
C -1.435 2.127 4.781
C 3.210 -1.095 1.444
C -0.619 2.441 -1.322
C -1.426 3.152 2.524
H -4.120 -0.326 -1.965
H -2.803 -3.328 -1.016
H -3.102 5.428 -1.602
H 6.172 -0.352 -0.505
H 0.055 -0.885 -1.748
H 3.323 -0.630 2.426
H 6.597 -2.190 1.072
H -4.161 -0.639 -4.416
H -1.357 4.005 1.864
H -0.972 5.350 -3.007
H 0.063 1.604 -1.279
H -1.074 4.190 4.337
H 4.359 -2.863 1.854
H -1.321 2.267 5.885
H 5.551 1.892 0.530
H 2.264 -1.619 1.491
H 7.166 0.231 0.827
H -1.524 -4.077 3.750
H 6.127 -1.268 2.487
H 0.206 -1.141 -4.126
H -1.601 -0.065 4.838
H 4.389 -2.337 0.094
H -2.678 -5.677 -0.107
H 3.643 1.441 -0.649
H -3.450 3.777 0.152
H 0.427 3.397 -2.954
H 4.830 0.986 1.874
H -2.081 -6.037 2.276
*
```

7.
ORCA calculation (ωB97M-V/def2-TZVPD) on C29H28B2F4KN5O7 as an isolated structure in a non-equilibrium geometry.

Output
HOMO = -0.284 Eh
frontier orbital gap = 4.8 eV
total energy = -80858.67680 eV
strongest force on any atom = 0.0216 Eh/bohr

The geometry in ORCA input format:
```
! RIJCOSX wB97M-V def2-TZVPD def2/J DEFGRID3
* xyz 0 1
K -0.331 -1.445 -0.565
F 0.886 3.818 1.802
F 0.322 1.660 2.441
F -1.007 -2.943 -3.883
F -0.702 -0.771 -4.679
O -1.910 -1.199 -2.684
O 3.000 -1.001 2.145
O 1.692 2.095 0.531
O 0.834 -2.498 1.302
O -0.752 2.705 0.605
O -1.279 -0.153 2.203
O 0.641 -1.648 -2.937
N -1.154 1.604 -0.120
N 1.483 -0.603 2.314
N 1.028 -0.446 -2.419
N -1.697 -0.002 -2.066
N 1.554 0.960 -0.246
C -1.449 -0.361 4.980
C 0.531 -1.678 2.107
C -1.849 -2.406 2.278
C 3.342 -1.344 -2.293
C 3.865 1.249 6.674
C -0.858 -1.353 2.757
C -4.133 0.180 -1.680
C -0.698 -1.291 4.271
C -1.300 -0.248 6.355
C 4.755 0.614 5.803
C -2.698 0.586 -1.528
C -0.395 -1.062 7.029
C 0.351 -1.996 6.325
C -3.626 -4.284 1.263
C 2.508 1.328 6.386
C 2.243 -0.364 -2.009
C 0.199 -2.111 4.949
C -2.952 -1.988 1.531
C -3.136 2.973 -0.536
C -2.543 -4.694 2.028
C 2.482 -0.399 3.135
C 2.461 0.812 -1.127
C 2.014 0.782 5.223
C 4.290 0.067 4.636
C -1.655 -3.756 2.535
C -3.832 -2.932 1.019
C 3.650 1.707 -1.331
C -2.287 1.740 -0.683
C 2.916 0.155 4.341
B 0.543 2.605 1.249
B -0.745 -1.611 -3.579
H 1.838 1.832 7.068
H 4.963 -0.423 3.942
H 4.572 1.152 -1.125
H 0.973 0.863 4.961
H -2.382 -5.747 2.222
H -1.889 0.477 6.900
H -3.102 -0.934 1.352
H -4.669 0.908 -2.293
H -2.626 3.824 -0.994
H 2.966 -2.161 -2.903
H -2.135 0.282 4.443
H -0.274 -0.968 8.101
H -4.190 -0.789 -2.171
H 1.052 -2.637 6.845
H 3.761 -1.746 -1.365
H -4.109 2.847 -1.010
H -0.801 -4.085 3.121
H 0.782 -2.857 4.408
H -4.308 -5.019 0.856
H 3.690 2.029 -2.375
H 3.606 2.577 -0.683
H 4.153 -0.843 -2.829
H -4.676 -2.608 0.425
H -4.636 0.136 -0.709
H 4.243 1.688 7.588
H -0.646 0.598 2.297
H -3.271 3.223 0.517
H 5.807 0.563 6.046
*
```